{"formula": "C22H48O18", "method": "ωB97M-V/def2-TZVPD", "multiplicity": 1, "total_energy_ev": -60443.68084, "e_homo_ev": -8.36, "charge": 0, "smiles": "C[C@H]1COC(=O)O1.C[C@H]1COC(=O)O1.C[C@H]1COC(=O)O1.C[C@H]1COC(=O)O1.CO.CO.CO.CO.CO.CO", "orbital_gap_ev": 8.26, "de_lowest_kj_mol": 211.0, "largest_force_ha_per_bohr": 0.104, "symbols": ["C", "O", "H", "H", "H", "H", "C", "O", "H", "H", "H", "H", "C", "O", "H", "H", "H", "H", "C", "O", "H", "H", "H", "H", "C", "O", "H", "H", "H", "H", "C", "O", "H", "H", "H", "H", "C", "C", "C", "O", "C", "O", "O", "H", "H", "H", "H", "H", "H", "C", "C", "C", "O", "C", "O", "O", "H", "H", "H", "H", "H", "H", "C", "C", "C", "O", "C", "O", "O", "H", "H", "H", "H", "H", "H", "C", "C", "C", "O", "C", "O", "O", "H", "H", "H", "H", "H", "H"], "positions_angstrom": [[0.47393, -0.12448, 3.46038], [0.73602, -1.33710, 4.16537], [0.83954, 0.65476, 4.12912], [0.96256, -0.04975, 2.48891], [-0.59430, 0.04714, 3.32800], [0.35476, -1.28980, 5.04514], [-0.97824, 2.09946, -4.59441], [0.41770, 2.32690, -4.77818], [-1.11407, 1.49599, -3.69693], [-1.47100, 3.06939, -4.52711], [-1.42780, 1.46137, -5.35523], [0.84938, 1.59863, -4.32554], [2.79014, 3.95574, -2.49321], [2.05770, 4.50845, -1.40376], [3.33983, 4.68820, -3.08435], [3.55640, 3.37663, -1.97786], [2.16025, 3.27289, -3.06336], [1.51255, 3.83634, -0.98821], [-0.10771, 1.31618, -0.36200], [0.88273, 2.25766, -0.45968], [-0.56561, 1.53044, 0.60368], [-0.80622, 1.32180, -1.19875], [0.33173, 0.31942, -0.32375], [1.61472, 1.86085, 0.01816], [1.02717, -0.68086, -3.20328], [1.91935, 0.34083, -3.70452], [1.41638, -1.06075, -2.25866], [0.14496, -0.08440, -2.97079], [0.89478, -1.55477, -3.84112], [2.82253, 0.08263, -3.50654], [-2.25140, 4.38396, -2.25351], [-2.16013, 5.15470, -1.06047], [-1.41067, 4.65771, -2.89095], [-2.20451, 3.30754, -2.08853], [-3.12144, 4.56579, -2.88443], [-2.57920, 6.01084, -1.17454], [5.58551, -1.53691, 2.83281], [4.29928, -0.94065, 2.44315], [3.90732, 0.18799, 3.37257], [3.47396, 1.20579, 2.57444], [3.73960, 0.88823, 1.29994], [3.43581, 1.56908, 0.35380], [4.35978, -0.26519, 1.20224], [6.32883, -0.74252, 2.76565], [5.87715, -2.31847, 2.13122], [5.57238, -1.93658, 3.84680], [3.45036, -1.62264, 2.39504], [4.77184, 0.48275, 3.96739], [3.10337, -0.05167, 4.06850], [4.14568, -4.87666, -1.41023], [2.78503, -4.30435, -1.23593], [1.97426, -5.03682, -0.20784], [1.28383, -3.95579, 0.40887], [1.89784, -2.86245, 0.15814], [1.60324, -1.80033, 0.66359], [2.97386, -3.10768, -0.57664], [4.10442, -5.66068, -2.16635], [4.53707, -5.28612, -0.47896], [4.78169, -4.07962, -1.79537], [2.26981, -4.09862, -2.17419], [2.52712, -5.57812, 0.55991], [1.25269, -5.64430, -0.75409], [-2.06333, -1.84563, 1.55023], [-2.03566, -2.27487, 0.07913], [-3.18700, -3.27127, -0.31073], [-3.69052, -2.67313, -1.46203], [-3.13491, -1.41551, -1.67998], [-3.18316, -0.80812, -2.75897], [-2.30562, -1.10118, -0.63464], [-1.85485, -2.73123, 2.15053], [-3.04895, -1.44874, 1.79343], [-1.21310, -1.19758, 1.76294], [-1.06025, -2.68925, -0.17576], [-3.83884, -3.33991, 0.56018], [-2.70527, -4.23546, -0.47314], [-4.32483, 1.67674, 0.94597], [-5.23547, 1.19398, 2.09701], [-5.39202, 2.18520, 3.20104], [-6.74630, 2.48034, 3.21866], [-7.34553, 1.84212, 2.13724], [-8.53025, 2.01540, 1.76762], [-6.48975, 1.03981, 1.58557], [-4.54587, 1.26031, -0.03680], [-3.30075, 1.51002, 1.27999], [-4.38519, 2.74323, 0.72904], [-4.86169, 0.23694, 2.46095], [-4.81794, 3.09654, 3.03372], [-5.05728, 1.80305, 4.16541]]}

{"formula": "C33H21Cl3CoF3N2OPS", "method": "ωB97M-V/def2-TZVPD", "multiplicity": 4, "total_energy_ev": -143063.99261, "e_homo_ev": [-7.32, -7.37], "charge": 0, "orbital_gap_ev": [7.36, 7.22], "de_lowest_kj_mol": 0.0, "largest_force_ha_per_bohr": 0.013, "symbols": ["Co", "F", "C", "F", "F", "C", "C", "C", "C", "N", "C", "S", "H", "H", "H", "Cl", "C", "C", "C", "Cl", "C", "C", "C", "C", "N", "C", "C", "O", "H", "H", "H", "H", "Cl", "C", "C", "C", "C", "C", "C", "P", "C", "C", "C", "C", "C", "C", "C", "C", "C", "C", "C", "C", "H", "H", "H", "H", "H", "H", "H", "H", "H", "H", "H", "H", "H", "H"], "positions_angstrom": [[-0.06407, 0.18074, 0.08711], [-3.39588, 1.63946, 5.27687], [-2.84166, 1.83231, 4.06206], [-2.03897, 2.90632, 4.17973], [-3.83921, 2.16597, 3.23260], [-2.08670, 0.61729, 3.60197], [-2.06634, -0.52409, 4.37838], [-1.34557, -1.63753, 3.96645], [-0.65707, -1.54766, 2.77214], [-0.67697, -0.45302, 2.02360], [-1.38389, 0.63331, 2.38519], [-1.28692, 1.93104, 1.23335], [-2.61312, -0.54316, 5.31136], [-1.31077, -2.54166, 4.55517], [-0.06039, -2.36857, 2.39311], [-3.63966, -2.81007, -1.62535], [-2.70416, -1.64161, -2.49956], [-2.99821, -1.43410, -3.85656], [-2.28409, -0.54393, -4.60278], [-2.66797, -0.31822, -6.28596], [-1.22539, 0.19133, -4.01634], [-0.40065, 1.10177, -4.70886], [0.61812, 1.73387, -4.05392], [0.80404, 1.47566, -2.68576], [0.04043, 0.65518, -2.00704], [-0.95908, -0.01487, -2.64762], [-1.69283, -0.95773, -1.83888], [-1.37824, -1.12948, -0.59996], [-3.80253, -2.00050, -4.30451], [-0.58150, 1.28115, -5.75979], [1.27406, 2.42496, -4.56248], [1.60723, 1.95943, -2.13779], [1.68549, -1.80365, -0.15261], [3.26031, -1.07161, -0.43318], [4.18831, -1.82338, -1.12948], [5.43940, -1.27407, -1.36885], [5.73794, 0.00222, -0.91344], [4.78920, 0.73002, -0.21324], [3.52425, 0.20546, 0.04718], [2.19698, 1.11626, 0.90387], [2.29507, 0.52201, 2.62083], [1.53329, 1.19740, 3.57487], [1.46036, 0.72097, 4.87164], [2.13865, -0.43727, 5.23014], [2.90114, -1.10859, 4.28770], [2.98307, -0.62875, 2.98634], [2.77157, 2.82266, 0.97714], [2.17575, 3.76441, 0.14446], [2.60324, 5.08418, 0.16517], [3.61936, 5.46760, 1.02841], [4.19916, 4.53858, 1.88133], [3.77367, 3.22036, 1.86088], [3.93080, -2.81199, -1.47932], [6.17589, -1.84525, -1.91680], [6.71095, 0.43271, -1.10451], [5.02749, 1.72749, 0.13261], [0.97600, 2.08581, 3.29802], [0.86311, 1.25110, 5.60203], [2.06951, -0.81391, 6.24203], [3.43909, -2.00716, 4.56029], [3.58818, -1.16317, 2.26436], [1.34724, 3.48067, -0.49447], [2.12799, 5.81176, -0.47833], [3.95016, 6.49754, 1.04915], [4.97734, 4.84262, 2.56857], [4.21001, 2.49626, 2.53812]]}

{"formula": "C12H15N", "method": "ωB97M-V/def2-TZVPD", "multiplicity": 1, "total_energy_ev": -14168.66677, "e_homo_ev": -7.59, "charge": 0, "smiles": "c1ccc2c(c1)[C@@H]1CCCN[C@@H]2C1", "orbital_gap_ev": 8.49, "de_lowest_kj_mol": 914.9, "largest_force_ha_per_bohr": 0.106, "symbols": ["C", "C", "C", "C", "C", "C", "C", "C", "C", "C", "C", "C", "H", "H", "H", "H", "H", "H", "H", "H", "H", "H", "H", "H", "H", "H", "H", "N"], "positions_angstrom": [[0.37162, 0.14417, 1.29496], [0.18261, 1.47645, 0.48686], [1.46613, 1.56552, -0.46396], [2.49565, 0.43360, -0.07817], [2.46437, -1.14792, -0.51352], [0.27975, -0.91066, -0.08663], [-1.20121, -0.61213, -0.03455], [-2.22187, -1.47818, -0.01427], [-3.52710, -1.08087, -0.11892], [-3.53820, 0.36763, -0.25219], [-2.41191, 1.32047, -0.19812], [-1.10502, 0.83114, -0.15143], [1.57000, -0.22934, 1.40696], [-0.29746, -0.14039, 2.18178], [0.10588, 2.33851, 1.17805], [1.22853, 1.63138, -1.61757], [2.06079, 2.44920, -0.55007], [3.37408, 0.95753, -0.54891], [2.56218, 0.36730, 1.03388], [3.56762, -1.56189, -0.50178], [2.26101, -1.15769, -1.66246], [1.59561, -2.24566, 0.88155], [0.87921, -0.38120, -1.04590], [-2.03014, -2.50418, 0.15806], [-4.46079, -1.80769, 0.02176], [-4.54752, 0.92029, -0.55536], [-2.52736, 2.34124, -0.28766], [1.40352, -1.88662, 0.03760]]}

{"formula": "C11H9N3NiS3Sb", "method": "ωB97M-V/def2-TZVPD", "multiplicity": 2, "total_energy_ev": -96109.13540, "e_homo_ev": [-7.30, -7.37], "charge": 0, "orbital_gap_ev": [5.42, 5.45], "largest_force_ha_per_bohr": 0.076, "symbols": ["Ni", "S", "Sb", "S", "S", "C", "C", "C", "C", "C", "C", "N", "N", "C", "C", "C", "C", "C", "N", "H", "H", "H", "H", "H", "H", "H", "H", "H"], "positions_angstrom": [[-1.03493, 0.84776, 0.85429], [-0.88446, 3.35191, 5.13753], [-2.79777, 2.37082, 4.47162], [-2.44420, 2.17609, 1.86173], [-1.94258, 0.41692, 2.75957], [2.23942, -3.64762, 1.66163], [1.42799, -2.84026, 2.44667], [0.76917, -1.76845, 1.88894], [0.90499, -1.48518, 0.52184], [1.73068, -2.30495, -0.26549], [2.38565, -3.37051, 0.30872], [0.22909, -0.41735, -0.00601], [0.39395, -0.18624, -1.28846], [-0.23765, 0.85223, -1.82013], [-0.10710, 1.15034, -3.19476], [-0.78235, 2.22055, -3.71542], [-1.59001, 2.99833, -2.87501], [-1.67619, 2.66565, -1.54283], [-1.03098, 1.63004, -1.00678], [2.75625, -4.48738, 2.09962], [1.30856, -3.04940, 3.49901], [0.13572, -1.12626, 2.49352], [1.83206, -2.07789, -1.31455], [3.01793, -3.99687, -0.30143], [0.52471, 0.51201, -3.79067], [-0.69981, 2.47047, -4.76266], [-2.13870, 3.84450, -3.25216], [-2.28945, 3.25071, -0.86835]]}

{"formula": "C16H38F3O6Zn", "method": "ωB97M-V/def2-TZVPD", "multiplicity": 1, "total_energy_ev": -86059.04471, "e_homo_ev": -11.71, "charge": 1, "orbital_gap_ev": 8.76, "de_lowest_kj_mol": 7.2, "largest_force_ha_per_bohr": 0.040, "symbols": ["Zn", "C", "O", "O", "C", "F", "F", "F", "C", "C", "H", "H", "H", "H", "H", "H", "C", "C", "C", "O", "H", "H", "H", "H", "H", "H", "H", "H", "C", "C", "C", "O", "H", "H", "H", "H", "H", "H", "H", "H", "C", "C", "C", "O", "H", "H", "H", "H", "H", "H", "H", "H", "C", "C", "C", "O", "H", "H", "H", "H", "H", "H", "H", "H"], "positions_angstrom": [[-5.11155, -21.95541, -10.19415], [-6.16121, -20.59581, -7.33783], [-7.00991, -19.49480, -7.64173], [-5.69613, -21.08804, -8.49764], [-5.08908, -20.19136, -6.31594], [-4.33062, -19.17156, -6.77277], [-5.63157, -19.80914, -5.14469], [-4.22901, -21.19290, -5.99732], [-7.94837, -19.06406, -6.67020], [-9.04186, -18.29271, -7.42761], [-8.61504, -17.48024, -8.01200], [-9.66116, -18.97496, -8.00494], [-9.65337, -17.84038, -6.64288], [-7.46698, -18.41431, -5.93702], [-8.46823, -19.86559, -6.13571], [-6.78053, -21.35842, -6.84892], [-7.90286, -19.29054, -10.79037], [-7.79767, -20.77488, -11.12182], [-8.72914, -21.18747, -12.27231], [-6.41111, -20.98910, -11.47102], [-7.19008, -19.07133, -9.99380], [-8.88480, -18.97104, -10.44368], [-7.64293, -18.65240, -11.64229], [-8.06381, -21.36864, -10.24704], [-9.75747, -21.11841, -11.92948], [-8.47967, -22.16668, -12.67900], [-8.52616, -20.46394, -13.06806], [-6.22792, -20.35873, -12.17942], [-2.76734, -22.69537, -13.82123], [-4.21451, -22.57922, -13.35139], [-5.14453, -23.54592, -14.05628], [-4.30444, -22.87002, -11.93865], [-2.03469, -22.20554, -13.18369], [-2.72484, -22.19491, -14.79067], [-2.51630, -23.74567, -13.97927], [-4.60144, -21.57394, -13.51975], [-4.84723, -24.57880, -13.84943], [-5.05208, -23.41361, -15.13692], [-6.19789, -23.45878, -13.79583], [-3.94648, -23.75497, -11.80550], [-1.52772, -19.55734, -11.36655], [-2.24479, -20.37002, -10.32391], [-1.98650, -19.85429, -8.90811], [-3.66955, -20.39294, -10.58861], [-1.70898, -19.88587, -12.38992], [-0.44779, -19.70850, -11.28076], [-1.71551, -18.49765, -11.18903], [-1.96860, -21.42646, -10.35699], [-0.91582, -19.81158, -8.69292], [-2.57407, -20.32990, -8.12872], [-2.18242, -18.77610, -8.84049], [-3.95262, -19.47639, -10.45008], [-3.92015, -24.19484, -7.05964], [-3.11607, -23.28365, -7.96656], [-1.69684, -23.77317, -8.15240], [-3.76654, -23.25032, -9.27395], [-3.48319, -24.29262, -6.06609], [-3.98451, -25.21004, -7.46026], [-4.92961, -23.80080, -6.93795], [-3.11005, -22.28861, -7.52918], [-1.19266, -23.94902, -7.20349], [-1.10086, -23.00942, -8.65864], [-1.63868, -24.69116, -8.74399], [-3.47116, -24.04742, -9.72768]]}